[1]
The following is a DFT calculation (ωB97M-V with the def2-TZVPD basis set) of a cluster of 2 separate species, C10H13O2 in total.

```
! wB97M-V def2-TZVPD RIJCOSX def2/J DEFGRID3
* xyz -1 1
C -1.805 1.832 -2.454
C -2.064 1.774 -0.923
C -0.278 1.824 -2.720
O 0.440 2.206 -1.702
O 0.142 1.551 -3.830
H -2.242 1.089 -3.023
H -2.179 2.862 -2.734
H -1.157 1.765 -0.205
H -2.371 0.831 -0.706
H -2.616 2.541 -0.382
C 1.397 -3.308 0.559
C 1.332 -0.876 0.204
C 0.976 -1.954 1.001
C 1.141 0.385 0.737
C 0.243 -1.694 2.179
C 0.721 0.760 2.030
C 0.097 -0.352 2.690
H 1.690 -0.881 -0.760
H 1.495 1.205 0.150
H 1.607 -4.014 1.298
H 2.389 -3.174 0.086
H -0.120 -2.456 2.816
H 0.818 1.901 2.232
H -0.281 -0.321 3.628
H 0.625 -3.497 -0.172
*
```

## Properties
HOMO energy	-3.76	eV
lowest unoccupied orbital energy	0.11874	hartree
energy relative to the best compared isomer or geometry (same formula, charge and spin)	51.8	kcal/mol

Results of the Mulliken charge analysis, in e, for atoms 1 through 5: -0.437 -0.822 0.437 -0.710 -0.726


[2]
The following is a DFT calculation (ωB97M-V with the def2-TZVPD basis set) of a cluster of 4 separate species, C47H62N4O14P2S3 in total.

```
! wB97M-V def2-TZVPD RIJCOSX def2/J DEFGRID3
* xyz 0 1
C 7.150 -1.064 -0.348
C 6.069 -1.738 -1.194
C 5.498 -0.839 -2.285
C 4.666 0.299 -1.688
N 4.083 1.090 -2.775
C 3.144 2.140 -2.388
C 3.336 2.707 -0.985
C 4.644 3.486 -0.861
C 4.924 3.896 0.594
S 5.352 5.621 0.733
O 4.145 6.387 0.639
O 6.163 5.815 1.887
O 6.251 5.968 -0.536
O 1.790 1.804 -2.676
C 1.274 0.634 -2.034
C 1.232 -0.528 -3.015
O 2.369 -1.364 -2.979
C 2.459 -2.104 -4.190
C 3.318 -1.409 -5.242
C -0.218 0.972 -1.636
C -0.965 1.298 -2.940
C -2.415 1.715 -2.753
C -3.396 0.835 -2.305
C -4.697 1.283 -2.119
C -5.046 2.607 -2.377
C -4.075 3.482 -2.846
C -2.773 3.037 -3.030
O -0.884 -0.129 -1.061
C -0.381 -0.639 0.187
C -1.498 -0.603 1.249
C -0.980 -0.150 2.592
C -1.515 0.977 3.210
C -1.026 1.427 4.435
C -0.009 0.750 5.097
C 0.517 -0.401 4.511
C 1.595 -1.196 5.215
C 0.040 -0.826 3.268
P 0.153 -2.380 -0.133
O -0.568 -2.795 -1.496
O 1.737 -2.297 -0.319
S -0.252 -3.723 1.219
P -0.203 2.502 -0.552
S -1.839 2.997 0.359
H 7.938 -0.618 -0.954
H 7.630 -1.826 0.265
H 6.754 -0.326 0.347
H 5.292 -2.085 -0.512
H 6.541 -2.600 -1.661
H 4.926 -1.370 -3.034
H 6.355 -0.353 -2.764
H 5.350 0.857 -1.043
H 3.914 -0.170 -1.057
H 4.855 1.576 -3.215
H 3.342 2.979 -3.056
H 3.199 1.981 -0.183
H 2.553 3.454 -0.851
H 4.485 4.400 -1.432
H 5.486 2.980 -1.324
H 5.710 3.307 1.052
H 4.013 3.799 1.175
H 5.652 6.251 -1.240
H 1.820 0.417 -1.116
H 0.347 -1.142 -2.831
H 1.111 -0.109 -4.015
H 1.456 -2.245 -4.604
H 2.868 -3.085 -3.949
H 3.211 -0.334 -5.125
H 4.360 -1.702 -5.151
H 2.983 -1.680 -6.242
H -0.480 2.109 -3.472
H -0.995 0.408 -3.562
H -3.159 -0.193 -2.076
H -5.461 0.616 -1.747
H -6.047 2.973 -2.211
H -4.301 4.519 -3.045
H -2.010 3.718 -3.383
H 0.454 -0.070 0.593
H -2.243 0.101 0.891
H -2.002 -1.558 1.324
H -2.324 1.533 2.763
H -1.456 2.315 4.877
H 0.337 1.128 6.048
H 2.395 -0.545 5.549
H 1.954 -1.979 4.553
H 1.131 -1.705 6.058
H 0.501 -1.709 2.850
H -0.486 -3.751 -1.604
H 2.085 -3.197 -0.269
H 0.305 3.520 -1.372
H 0.828 2.248 0.378
O 0.892 -3.459 -7.691
N 0.116 -3.395 -6.761
O 0.038 -2.456 -5.991
C -0.787 -4.531 -6.533
C -0.701 -5.634 -7.362
C -1.541 -6.711 -7.129
C -2.452 -6.670 -6.082
C -2.529 -5.549 -5.265
C -1.691 -4.469 -5.488
H 0.009 -5.660 -8.175
H -1.484 -7.584 -7.765
H -3.103 -7.515 -5.901
H -3.241 -5.518 -4.452
H -1.745 -3.595 -4.855
O -2.266 3.530 8.945
N -2.932 3.113 8.018
O -2.971 1.955 7.657
C -3.744 4.082 7.265
C -3.700 5.417 7.620
C -4.450 6.327 6.892
C -5.231 5.893 5.829
C -5.268 4.546 5.492
C -4.520 3.630 6.213
H -3.091 5.749 8.448
H -4.423 7.376 7.153
H -5.810 6.607 5.259
H -5.876 4.209 4.665
H -4.541 2.581 5.954
O -4.903 -0.861 3.607
N -4.545 -1.805 2.934
O -4.193 -1.731 1.772
C -4.525 -3.132 3.566
C -4.950 -3.258 4.875
C -4.945 -4.514 5.460
C -4.514 -5.618 4.735
C -4.081 -5.468 3.424
C -4.085 -4.217 2.830
H -5.282 -2.396 5.433
H -5.279 -4.632 6.481
H -4.515 -6.598 5.194
H -3.740 -6.328 2.863
H -3.748 -4.094 1.811
*
```

## Properties
HOMO energy	-8.06	eV
lowest unoccupied orbital energy	-0.03033	hartree
structure (SMILES)	CCCCN[C@H](CCCS(=O)(=O)O)O[C@H](COCC)[C@@](Cc1ccccc1)(O[C@@H](Cc1cccc(C)c1)P(O)(O)=S)[PH2]=S.O=[N+]([O-])c1ccccc1.O=[N+]([O-])c1ccccc1.O=[N+]([O-])c1ccccc1

Results of the Mulliken charge analysis, in e, for atoms 1 through 5: -1.332 -0.431 -0.120 -0.140 0.032


[3]
The following is a DFT calculation (ωB97M-V with the def2-TZVPD basis set) of a cluster of 7 separate species, C49H65BFN5O2P in total.

```
! wB97M-V def2-TZVPD RIJCOSX def2/J DEFGRID3
* xyz 1 1
C -4.273 2.764 3.311
C -4.361 2.887 1.672
C -5.651 2.109 1.003
C -5.256 0.714 0.211
C -4.933 -0.407 1.362
C -6.219 -1.313 1.829
C -5.583 -2.574 2.726
C -4.836 -2.024 4.116
C -3.278 -2.569 4.258
C -2.195 -1.753 3.336
C -1.507 -2.676 2.154
N -1.994 -3.020 0.748
C -0.939 -3.896 0.047
N -0.927 -4.418 -1.227
P -2.374 -4.029 -2.245
N -2.025 -2.593 -2.965
N 0.226 -4.106 1.006
F 1.377 -4.795 0.781
N -0.175 -3.393 2.127
C 0.684 -3.245 3.400
B 1.562 -1.838 3.156
O 1.853 -0.860 4.225
O 2.024 -1.593 1.748
H -4.702 3.713 3.851
H -4.872 1.833 3.740
H -3.133 2.568 3.597
H -3.339 2.574 1.187
H -4.492 4.047 1.426
H -6.076 2.845 0.169
H -6.488 1.816 1.795
H -4.238 0.872 -0.392
H -6.073 0.333 -0.535
H -4.547 0.172 2.314
H -4.099 -1.151 0.972
H -6.773 -1.702 0.871
H -6.910 -0.657 2.538
H -6.492 -3.288 2.962
H -4.793 -3.170 2.062
H -4.925 -0.846 4.225
H -5.502 -2.467 5.002
H -3.254 -3.710 3.936
H -2.930 -2.465 5.389
H -1.315 -1.416 4.068
H -2.637 -0.727 2.915
H -0.111 -4.980 -1.576
H -2.607 -5.075 -3.212
H -3.556 -3.908 -1.407
H -1.054 -2.289 -2.681
H 0.028 -3.107 4.366
H 1.370 -4.182 3.566
H 0.945 -0.436 4.420
H 1.284 -1.085 1.261
C -1.369 0.209 -6.277
C -1.258 -0.980 -5.557
C -0.070 -1.709 -5.591
C 1.013 -1.242 -6.337
C 0.904 -0.050 -7.053
C -0.288 0.673 -7.027
H -2.297 0.775 -6.253
H -2.100 -1.341 -4.971
H 0.014 -2.639 -5.036
H 1.941 -1.806 -6.359
H 1.748 0.315 -7.633
H -0.375 1.599 -7.589
C 0.504 4.846 1.046
C -0.146 5.877 0.370
C -1.257 6.496 0.942
C -1.711 6.090 2.197
C -1.058 5.062 2.876
C 0.047 4.436 2.299
H 1.368 4.361 0.598
H 0.212 6.198 -0.605
H -1.768 7.295 0.412
H -2.574 6.576 2.646
H -1.412 4.747 3.855
H 0.552 3.631 2.825
C -2.118 1.946 -10.230
C -0.832 1.877 -10.765
C -0.377 2.881 -11.618
C -1.205 3.960 -11.930
C -2.489 4.031 -11.392
C -2.948 3.022 -10.546
H -2.474 1.161 -9.567
H -0.185 1.040 -10.517
H 0.623 2.824 -12.040
H -0.848 4.746 -12.591
H -3.134 4.873 -11.633
H -3.951 3.074 -10.131
C 1.227 -2.340 7.426
C 1.853 -1.105 7.260
C 1.785 -0.146 8.271
C 1.098 -0.427 9.453
C 0.475 -1.664 9.619
C 0.535 -2.619 8.605
H 1.277 -3.085 6.636
H 2.394 -0.888 6.342
H 2.267 0.818 8.139
H 1.049 0.318 10.243
H -0.059 -1.883 10.541
H 0.045 -3.580 8.733
C 5.411 -2.278 0.436
C 4.965 -2.287 1.757
C 5.837 -2.644 2.785
C 7.158 -2.983 2.493
C 7.605 -2.970 1.171
C 6.731 -2.622 0.142
H 4.730 -2.002 -0.366
H 3.938 -2.016 1.986
H 5.488 -2.658 3.814
H 7.839 -3.257 3.294
H 8.635 -3.233 0.944
H 7.077 -2.617 -0.887
C 7.048 0.812 -1.088
C 8.334 0.743 -1.623
C 8.789 1.748 -2.477
C 7.961 2.827 -2.788
C 6.677 2.897 -2.250
C 6.218 1.888 -1.404
H 6.692 0.027 -0.426
H 8.981 -0.094 -1.375
H 9.789 1.690 -2.899
H 8.318 3.612 -3.449
H 6.032 3.739 -2.492
H 5.215 1.941 -0.990
*
```

## Properties
HOMO energy	-10.35	eV
lowest unoccupied orbital energy	-0.14404	hartree
energy relative to the best compared isomer or geometry (same formula, charge and spin)	139.6	kcal/mol

Results of the Mulliken charge analysis, in e, for atoms 1 through 5: -0.696 -0.353 -0.565 -0.649 0.869


[4]
The following is a DFT calculation (ωB97M-V with the def2-TZVPD basis set) of a structure of composition C29H32ClFeN10O7PS.

```
! wB97M-V def2-TZVPD RIJCOSX def2/J DEFGRID3
* xyz 0 5
Fe -0.156 -0.243 0.087
O -4.054 -3.263 0.469
C -4.559 -2.892 -0.741
C -5.551 -3.694 -1.297
C -6.096 -3.371 -2.524
C -5.657 -2.243 -3.211
C -4.669 -1.453 -2.659
C -4.100 -1.753 -1.420
C -3.012 -0.897 -0.870
O -2.593 -1.140 0.353
N -2.530 0.034 -1.634
N -1.465 0.660 -1.020
C -1.392 1.985 -1.070
C -0.477 2.556 -0.176
C -0.172 3.934 -0.052
C 0.713 4.354 0.895
C 1.342 3.397 1.736
C 1.034 2.076 1.553
N 0.140 1.629 0.654
H -3.462 -2.505 0.721
H -5.876 -4.565 -0.743
H -6.867 -4.001 -2.948
H -6.081 -1.990 -4.174
H -4.303 -0.580 -3.182
H -2.058 2.559 -1.704
H -0.647 4.634 -0.726
H 0.949 5.405 0.993
H 2.072 3.687 2.477
H 1.527 1.305 2.128
Cl 0.049 1.176 -6.577
C 1.084 0.895 -5.215
C 2.450 0.747 -5.433
C 3.290 0.500 -4.362
C 2.752 0.446 -3.081
C 1.386 0.603 -2.884
C 0.528 0.807 -3.947
C 3.585 0.075 -1.922
O 4.497 -0.689 -1.884
O 3.143 0.795 -0.794
H 2.839 0.812 -6.440
H 4.350 0.351 -4.512
H 1.013 0.463 -1.881
H -0.540 0.877 -3.788
S 0.064 -2.273 -1.221
C 0.163 -3.329 0.143
N 1.333 -3.553 0.740
C 1.502 -4.421 1.897
C 0.416 -5.482 1.903
C -0.939 -4.813 1.762
N -0.915 -3.951 0.583
H 2.121 -3.047 0.370
H 1.435 -3.840 2.823
H 2.498 -4.859 1.850
H 0.460 -6.046 2.834
H 0.576 -6.178 1.076
H -1.172 -4.212 2.644
H -1.726 -5.550 1.615
H -1.783 -3.734 0.118
N 2.411 -0.731 3.370
C 1.257 -0.280 4.167
P -0.252 -1.021 3.440
O -0.643 -2.246 4.175
O -0.045 -1.053 1.946
C -1.535 0.308 3.655
N -2.673 0.071 2.708
H 2.516 -1.739 3.450
H 3.270 -0.341 3.744
H 2.263 -0.765 1.631
H 1.198 0.807 4.096
H 1.317 -0.541 5.227
H -1.108 1.282 3.419
H -1.941 0.324 4.664
H -3.158 0.940 2.491
H -3.358 -0.557 3.124
H -2.451 -0.387 1.758
O 2.359 -0.718 0.631
N 3.379 0.202 0.430
C 4.651 -0.309 0.667
C 4.773 -1.617 1.165
N 4.807 -2.685 1.603
C 5.765 0.535 0.489
N 6.676 1.226 0.346
*
```

## Properties
HOMO energy (spin up / spin down)	-5.57 / -7.62	eV
lowest unoccupied orbital energy (spin up / spin down)	-0.00580 / -0.06837	hartree
energy relative to the best compared isomer or geometry (same formula, charge and spin)	89.8	kcal/mol

Results of the Mulliken charge analysis, in e, for atoms 1 through 5: -0.332 -0.777 0.494 -0.734 -0.321


Asked for largest force on an atom across the records above, the calculation gives 4.61 1.77 8.07 0.45 eV Å⁻¹ in order.
Asked for M across the records above, the calculation gives 165.21 1065.18 816.88 786.98 g/mol in order.